C50H136BF6N13O16PbS2 as an isolated structure at a distorted geometry. Source: OMol25; level of theory: ωB97M-V/def2-TZVPD.

## Properties
total charge: 0
energy above the lowest of the compared OMol25 structures with the same formula, charge and spin: 157.9 kcal/mol
lowest unoccupied orbital energy: 0.17 eV
gap between HOMO and LUMO: 8.4 eV
calculated total energy: -150072.2494 eV

XYZ file:
```
225
Properties=species:S:1:pos:R:3:mulliken_charge:R:1
Pb -17.10 -5.25 -28.79 3.66
C -15.58 -9.04 -30.22 -0.36
F -14.37 -8.74 -29.68 0.22
F -15.73 -8.41 -31.35 -0.19
F -15.72 -10.32 -30.51 -0.02
S -16.99 -8.52 -28.98 -0.49
O -17.81 -7.64 -29.83 -1.48
O -17.73 -9.72 -28.51 0.41
N -16.31 -7.44 -27.84 -0.17
S -15.96 -8.52 -26.74 0.23
O -17.05 -8.79 -25.82 -0.58
O -15.25 -9.70 -27.25 0.03
C -14.50 -7.57 -25.81 -0.05
F -13.58 -7.05 -26.67 -0.20
F -15.09 -6.50 -25.25 -0.14
F -13.99 -8.35 -24.84 -0.18
B -19.03 -4.14 -30.14 3.12
H -18.07 -3.67 -30.32 -1.55
H -19.24 -4.12 -29.08 -0.57
H -19.79 -3.62 -30.70 -0.41
H -19.01 -5.20 -30.34 -1.00
C -20.69 -12.08 -27.06 -1.21
C -21.43 -11.68 -28.32 0.27
C -22.03 -10.32 -28.19 0.33
O -23.19 -10.40 -27.39 -0.43
C -23.63 -9.13 -26.97 -0.79
N -20.38 -11.58 -29.36 -0.18
H -20.46 -13.14 -27.00 0.29
H -21.33 -11.84 -26.21 0.47
H -19.78 -11.49 -26.95 0.09
H -22.14 -12.38 -28.74 0.59
H -22.16 -9.78 -29.13 0.51
H -21.37 -9.66 -27.64 -0.71
H -24.00 -8.57 -27.83 0.38
H -23.03 -8.43 -26.39 0.22
H -24.57 -9.23 -26.42 0.34
H -20.48 -12.49 -29.78 0.36
H -19.55 -11.69 -28.80 -0.28
C -10.28 -8.08 -28.62 -1.04
C -10.58 -7.09 -29.76 -0.15
C -11.36 -7.75 -30.97 0.57
O -10.61 -8.82 -31.52 -0.50
C -11.34 -9.47 -32.55 -0.37
N -11.33 -5.92 -29.30 -0.38
H -9.91 -9.05 -28.94 0.37
H -11.22 -8.20 -28.08 -0.01
H -9.57 -7.72 -27.88 0.43
H -9.67 -6.62 -30.14 0.54
H -11.61 -7.08 -31.80 0.51
H -12.25 -8.19 -30.53 -0.83
H -10.69 -10.25 -32.95 0.38
H -11.60 -8.88 -33.43 0.36
H -12.23 -9.96 -32.17 -0.07
H -10.67 -5.50 -28.66 0.34
H -12.06 -6.17 -28.65 -0.16
C -18.00 -4.20 -24.33 -1.77
C -17.98 -4.80 -25.79 1.43
C -19.22 -5.59 -26.13 -1.23
O -19.05 -6.20 -27.43 0.42
C -20.12 -7.10 -27.69 -0.72
N -17.77 -3.67 -26.67 -0.54
H -17.06 -3.75 -24.00 0.43
H -18.33 -4.92 -23.57 0.44
H -18.79 -3.46 -24.21 0.40
H -17.11 -5.45 -25.85 -1.03
H -20.19 -5.09 -26.16 0.51
H -19.34 -6.34 -25.35 0.25
H -20.08 -7.98 -27.05 0.05
H -20.00 -7.43 -28.73 -0.35
H -21.07 -6.59 -27.53 0.72
H -18.55 -3.03 -26.65 0.37
H -17.08 -3.17 -26.13 0.24
C -16.50 -9.65 -34.65 -0.56
C -15.39 -9.67 -35.68 0.12
C -14.21 -8.77 -35.23 -0.20
O -14.48 -7.36 -35.12 -0.07
C -14.83 -6.59 -36.26 -0.90
N -15.09 -11.05 -35.79 -0.59
H -16.93 -8.69 -34.40 -0.13
H -16.16 -10.05 -33.69 -0.17
H -17.33 -10.20 -35.08 0.47
H -15.82 -9.37 -36.63 0.58
H -13.45 -8.80 -36.01 0.70
H -13.78 -9.08 -34.28 -0.43
H -13.95 -6.45 -36.90 0.33
H -15.13 -5.57 -36.05 0.21
H -15.66 -7.00 -36.84 0.36
H -14.26 -11.06 -36.36 0.26
H -14.77 -11.24 -34.85 0.06
C -13.26 -14.03 -36.06 -1.59
C -12.29 -13.08 -35.42 0.95
C -12.39 -13.08 -33.88 -0.89
O -13.66 -12.64 -33.40 -0.16
C -13.84 -12.52 -31.98 -0.52
N -11.00 -13.56 -35.82 -0.80
H -13.10 -13.94 -37.13 0.42
H -14.28 -13.78 -35.75 0.33
H -13.19 -15.08 -35.77 0.42
H -12.46 -12.07 -35.81 0.03
H -11.60 -12.42 -33.53 0.29
H -12.15 -14.07 -33.48 0.31
H -14.87 -12.20 -31.86 0.07
H -13.18 -11.83 -31.44 0.37
H -13.72 -13.51 -31.54 0.15
H -10.90 -14.56 -35.74 0.28
H -10.80 -13.38 -36.80 0.28
C -14.35 -16.56 -27.95 -1.29
C -15.02 -15.93 -29.25 0.09
C -15.30 -14.43 -29.18 -0.27
O -16.34 -14.18 -28.22 -0.50
C -16.90 -12.88 -28.29 -0.82
N -14.02 -16.22 -30.23 -0.67
H -14.34 -17.65 -27.97 0.46
H -15.04 -16.31 -27.14 0.24
H -13.38 -16.12 -27.72 0.33
H -15.91 -16.49 -29.52 0.24
H -15.69 -14.18 -30.17 0.29
H -14.38 -13.90 -28.93 0.18
H -17.51 -12.76 -29.19 0.55
H -16.22 -12.03 -28.32 0.44
H -17.65 -12.56 -27.57 0.14
H -13.73 -17.17 -30.08 0.30
H -13.23 -15.62 -30.05 0.25
C -12.90 -3.87 -27.24 -1.91
C -14.41 -3.85 -27.65 2.08
C -14.90 -2.54 -28.33 -1.66
O -16.24 -2.71 -28.90 0.44
C -16.68 -1.45 -29.38 -1.34
N -14.64 -5.04 -28.44 1.04
H -12.74 -3.07 -26.52 0.62
H -12.24 -3.79 -28.10 0.45
H -12.59 -4.75 -26.68 0.23
H -14.96 -3.93 -26.71 -0.84
H -14.31 -2.26 -29.20 0.48
H -14.76 -1.72 -27.63 0.50
H -16.88 -0.84 -28.49 0.31
H -17.69 -1.58 -29.77 0.24
H -16.02 -0.91 -30.05 0.34
H -14.40 -5.91 -27.98 -0.83
H -14.03 -5.04 -29.24 -0.26
C -14.58 -5.28 -22.01 -1.57
C -13.72 -4.09 -22.31 0.76
C -12.92 -4.10 -23.60 -0.13
O -11.96 -3.01 -23.80 -0.36
C -10.90 -2.89 -22.87 -0.75
N -14.62 -2.98 -22.26 -0.65
H -13.97 -6.17 -22.05 0.37
H -15.40 -5.37 -22.72 0.09
H -14.86 -5.34 -20.96 0.48
H -13.11 -3.91 -21.42 0.37
H -13.75 -3.99 -24.31 -0.46
H -12.29 -4.96 -23.83 0.56
H -10.28 -2.02 -23.12 0.25
H -10.33 -3.82 -22.86 0.31
H -11.34 -2.78 -21.88 0.28
H -14.78 -2.60 -21.34 0.24
H -14.10 -2.24 -22.71 0.24
C -14.32 -5.85 -32.25 -0.62
C -15.56 -4.94 -32.18 0.32
C -16.28 -4.65 -33.56 -0.24
O -17.54 -3.99 -33.44 -0.40
C -17.49 -2.61 -32.99 -0.60
N -16.49 -5.47 -31.32 1.76
H -14.42 -6.86 -32.63 -0.34
H -13.86 -6.01 -31.27 -0.56
H -13.59 -5.37 -32.91 0.76
H -15.33 -3.90 -31.93 -0.03
H -16.30 -5.61 -34.07 -0.85
H -15.63 -3.98 -34.13 0.77
H -17.02 -2.55 -32.01 -0.11
H -18.51 -2.31 -32.73 0.33
H -17.05 -1.95 -33.72 0.31
H -17.25 -4.84 -31.51 0.28
H -16.85 -6.35 -31.67 -0.87
C -15.07 -12.71 -23.53 -1.78
C -15.04 -12.73 -25.03 1.39
C -13.63 -12.59 -25.66 -0.31
O -12.91 -11.46 -25.19 -0.33
C -11.78 -11.07 -25.92 -0.79
N -15.73 -13.93 -25.33 -0.64
H -15.99 -13.04 -23.04 0.48
H -14.96 -11.67 -23.22 0.35
H -14.32 -13.32 -23.02 0.40
H -15.65 -11.88 -25.35 -0.51
H -13.78 -12.38 -26.72 -0.12
H -13.05 -13.51 -25.58 0.50
H -11.37 -10.14 -25.53 0.25
H -12.02 -10.88 -26.97 0.23
H -11.06 -11.89 -25.92 0.41
H -15.77 -14.29 -26.27 0.13
H -15.25 -14.66 -24.82 0.35
C -21.26 -11.20 -20.30 -1.40
C -21.16 -9.74 -20.62 0.61
C -21.16 -9.52 -22.14 -0.72
O -19.92 -9.97 -22.70 -0.36
C -20.02 -10.05 -24.11 -0.52
N -22.29 -9.04 -19.98 -0.72
H -21.18 -11.20 -19.22 0.38
H -20.40 -11.79 -20.63 0.34
H -22.18 -11.74 -20.52 0.32
H -20.23 -9.38 -20.20 0.22
H -21.34 -8.46 -22.35 0.31
H -22.03 -10.03 -22.55 0.33
H -20.44 -9.13 -24.49 0.29
H -20.66 -10.87 -24.41 0.41
H -19.05 -10.20 -24.59 0.01
H -22.15 -8.07 -20.24 0.23
H -22.31 -9.17 -18.98 0.25
C -19.47 -6.75 -35.24 -1.04
C -20.17 -6.45 -33.91 -0.13
C -19.70 -7.31 -32.76 0.85
O -19.82 -8.74 -33.02 -0.54
C -19.54 -9.54 -31.90 0.09
N -20.19 -5.05 -33.65 -0.73
H -19.63 -7.79 -35.55 0.43
H -18.39 -6.76 -35.07 -0.17
H -19.64 -6.04 -36.04 0.40
H -21.17 -6.87 -34.03 0.36
H -20.26 -6.94 -31.91 0.29
H -18.62 -7.16 -32.66 -0.62
H -18.50 -9.71 -31.62 -0.34
H -20.07 -10.47 -32.12 0.49
H -19.99 -9.08 -31.02 -0.08
H -19.23 -4.74 -33.71 0.43
H -20.38 -4.92 -32.67 0.35
```